Here is a structure of composition C60H53AsF3NO3OsPSSb from the Open Molecules 2025 dataset. Energies are from ωB97M-V/def2-TZVPD.

```
125
C60H53AsF3NO3OsPSSb ωB97M-V/def2-TZVPD
Os -0.621 0.111 0.780
O -2.436 0.830 1.604
S -1.828 0.979 2.976
O -2.768 0.938 4.035
O -0.727 -0.007 3.051
C -1.081 2.619 2.923
C -1.029 3.292 4.128
C -0.530 4.586 4.181
C -0.104 5.204 3.015
C -0.154 4.528 1.808
C -0.639 3.220 1.746
P -0.679 2.344 0.142
C -2.291 2.783 -0.575
C -2.663 2.207 -1.792
C -3.846 2.592 -2.401
C -4.683 3.510 -1.780
C -4.333 4.048 -0.553
C -3.133 3.699 0.045
C 0.526 3.235 -0.888
C 1.814 3.459 -0.395
C 2.753 4.099 -1.184
C 2.426 4.499 -2.473
C 1.150 4.278 -2.962
C 0.201 3.652 -2.174
H -1.397 2.788 5.008
H -0.484 5.104 5.125
H 0.262 6.218 3.042
H 0.173 5.022 0.907
H -2.006 1.481 -2.265
H -4.115 2.176 -3.361
H -5.612 3.795 -2.247
H -4.987 4.749 -0.062
H -2.851 4.143 0.987
H 2.058 3.182 0.623
H 3.743 4.292 -0.799
H 3.162 4.993 -3.089
H 0.888 4.594 -3.960
H -0.800 3.503 -2.551
C 7.082 1.783 3.763
C 5.985 1.398 2.833
C 4.654 1.433 3.227
C 3.624 1.113 2.352
C 2.216 1.276 2.842
C 3.934 0.677 1.056
As 2.481 0.235 -0.264
N 1.125 -0.738 0.507
C 1.168 -1.857 1.301
C 0.138 -2.811 1.165
C 0.074 -3.904 2.006
C 1.033 -4.083 2.995
C 2.070 -3.170 3.115
C 2.147 -2.076 2.280
C 3.144 -1.095 -1.648
C 2.852 -0.725 -2.967
C 2.029 0.496 -3.262
C 3.352 -1.480 -4.018
C 4.114 -2.619 -3.793
C 4.684 -3.424 -4.916
C 4.342 -2.997 -2.477
C 3.874 -2.260 -1.394
C 4.211 -2.729 -0.016
C 5.268 0.742 0.607
C 5.646 0.516 -0.824
C 6.267 1.056 1.513
H 6.698 2.244 4.669
H 7.776 2.469 3.278
H 7.652 0.898 4.046
H 4.408 1.750 4.230
H 1.881 0.408 3.413
H 1.510 1.422 2.016
H 2.148 2.140 3.504
H -0.566 -2.699 0.338
H -0.722 -4.624 1.887
H 0.982 -4.931 3.660
H 2.823 -3.301 3.876
H 2.952 -1.368 2.398
H 1.059 0.423 -2.761
H 1.868 0.604 -4.331
H 2.540 1.390 -2.892
H 3.153 -1.167 -5.033
H 4.489 -2.967 -5.883
H 4.261 -4.428 -4.915
H 5.763 -3.522 -4.791
H 4.920 -3.889 -2.284
H 5.158 -3.262 -0.012
H 3.446 -3.417 0.339
H 4.281 -1.890 0.674
H 4.897 0.958 -1.490
H 5.723 -0.546 -1.055
H 6.609 0.974 -1.032
H 7.293 1.075 1.177
F -9.174 0.314 0.677
C -7.891 0.008 0.483
C -7.111 0.838 -0.307
C -5.779 0.517 -0.497
C -5.237 -0.619 0.084
C -6.033 -1.433 0.880
C -7.367 -1.129 1.079
Sb -3.181 -1.176 -0.248
C -3.285 -1.838 -2.332
C -2.460 -2.855 -2.786
C -2.487 -3.227 -4.118
C -3.307 -2.531 -4.990
F -3.298 -2.853 -6.284
C -4.135 -1.509 -4.554
C -4.120 -1.170 -3.213
C -3.335 -3.004 0.897
C -3.030 -2.967 2.253
C -3.234 -4.088 3.038
C -3.745 -5.232 2.446
F -3.932 -6.318 3.199
C -4.062 -5.283 1.098
C -3.858 -4.156 0.323
H -7.550 1.714 -0.761
H -5.161 1.165 -1.098
H -5.625 -2.317 1.346
H -7.999 -1.759 1.685
H -1.815 -3.378 -2.092
H -1.881 -4.038 -4.489
H -4.776 -0.999 -5.255
H -4.785 -0.404 -2.840
H -2.636 -2.065 2.710
H -3.002 -4.089 4.092
H -4.464 -6.191 0.676
H -4.122 -4.167 -0.724
```

Computed properties:
Molar mass = 1343.04 g mol⁻¹
E_tot = -168816.53906 eV
Charge = +2
Maximum force = 0.07009 Eh/bohr